[1]
Formula: C41H33NO4PPtS2Sb
Source: the OMol25 dataset
Level of theory: wB97M-V/def2-TZVPD

```
! RIJCOSX wB97M-V def2-TZVPD def2/J DEFGRID3
* xyz 0 1
Pt -0.0757 0.2946 1.2227
O 2.2448 1.5647 0.1669
N 2.3892 1.6937 1.4819
C 3.5071 2.2659 1.9779
C 3.7352 2.2811 3.3298
C 2.7895 1.7180 4.1822
C 1.6458 1.1638 3.6409
C 1.4393 1.1448 2.2640
S 1.1571 -1.5424 1.2328
H 4.1936 2.6544 1.2417
H 4.6525 2.7087 3.7101
H 2.9560 1.7002 5.2516
H 0.8931 0.7224 4.2791
O -2.9591 1.2782 2.2726
S -2.4434 2.3316 0.9976
O -0.9621 2.2350 1.2976
O -2.7881 1.5804 -0.2073
C -3.8423 0.2697 2.0187
C -5.0206 0.2440 2.7569
C -5.9186 -0.7951 2.6019
C -5.6583 -1.8108 1.6894
C -4.4867 -1.7863 0.9546
C -3.5599 -0.7527 1.1011
P -1.9368 -0.8169 0.2626
C -2.0755 -0.8773 -1.5435
C -3.0666 -1.5782 -2.2251
C -3.0527 -1.6366 -3.6111
C -2.0588 -0.9798 -4.3242
C -1.0853 -0.2573 -3.6497
C -1.0866 -0.2139 -2.2630
C -1.5926 -2.6024 0.6535
C -1.3642 -3.6033 -0.2814
C -1.0265 -4.8897 0.1312
C -0.9071 -5.1855 1.4785
C -1.1515 -4.1965 2.4255
C -1.4947 -2.9186 2.0150
H -5.2036 1.0447 3.4620
H -6.8232 -0.8179 3.1968
H -6.3535 -2.6322 1.5754
H -4.2641 -2.6109 0.2901
H -3.8570 -2.0788 -1.6824
H -3.8193 -2.1969 -4.1317
H -2.0512 -1.0234 -5.4067
H -0.3217 0.2731 -4.2002
H -0.3256 0.3475 -1.7325
H -1.4281 -3.3808 -1.3385
H -0.8476 -5.6586 -0.6106
H -0.6054 -6.1767 1.7935
H -1.0646 -4.4189 3.4818
H -1.6735 -2.1423 2.7515
C 5.3008 -5.2095 -0.9615
C 4.2435 -5.0466 -0.0789
C 3.6613 -3.7941 0.0845
C 4.1351 -2.7049 -0.6407
C 5.2020 -2.8718 -1.5220
C 5.7802 -4.1226 -1.6839
Sb 3.2810 -0.7637 -0.3304
C 2.8267 -0.3205 -2.3487
C 2.6261 -1.3503 -3.2642
C 2.3297 -1.0501 -4.5876
C 2.2204 0.2724 -4.9941
C 2.3994 1.3010 -4.0760
C 2.6946 1.0088 -2.7512
C 5.1508 0.2489 -0.1923
C 5.7726 0.3620 1.0508
C 6.9898 1.0179 1.1689
C 7.5917 1.5679 0.0450
C 6.9841 1.4403 -1.1962
C 5.7649 0.7847 -1.3189
H 5.7562 -6.1838 -1.0867
H 3.8715 -5.8923 0.4856
H 2.8315 -3.6664 0.7706
H 5.5817 -2.0280 -2.0884
H 6.6075 -4.2495 -2.3710
H 2.6977 -2.3839 -2.9470
H 2.1781 -1.8505 -5.3013
H 1.9819 0.5023 -6.0251
H 2.2999 2.3318 -4.3927
H 2.8005 1.8027 -2.0212
H 5.3064 -0.0642 1.9321
H 7.4658 1.0994 2.1384
H 8.5366 2.0884 0.1322
H 7.4581 1.8507 -2.0788
H 5.3008 0.6939 -2.2927
*
```

Computed properties:
ΔE to the lowest compared entry with this formula, charge and spin = 1.176 eV
gap between HOMO and LUMO = 6.9 eV
E = -3435.128961 Eh

---

[2]
Formula: C41H34ClN3O6OsP
Source: the OMol25 dataset
Level of theory: wB97M-V/def2-TZVPD

```
! RIJCOSX wB97M-V def2-TZVPD def2/J DEFGRID3
* xyz 1 1
Os 0.9154 -0.0704 -0.8897
O -0.2968 -4.4484 -0.3834
C 0.1440 -4.8373 -1.6064
C -0.1505 -6.1386 -2.0001
C 0.3592 -6.6392 -3.1806
C 1.1673 -5.8485 -3.9952
C 1.4263 -4.5464 -3.6239
C 0.8999 -4.0133 -2.4416
C 1.1533 -2.5975 -2.1138
O 0.2166 -1.9299 -1.4758
N 2.2550 -2.0490 -2.5334
N 2.3166 -0.6934 -2.1716
C 3.2288 0.0307 -2.7487
C 3.3784 1.4394 -2.6109
C 4.2775 2.0762 -3.5020
C 4.4510 3.4306 -3.4893
C 3.7426 4.2001 -2.5484
C 2.8915 3.6134 -1.6478
C 2.6841 2.2194 -1.6493
O 1.8842 1.7198 -0.7404
H 0.2260 -3.6933 -0.0892
H -0.7624 -6.7426 -1.3436
H 0.1398 -7.6600 -3.4646
H 1.5780 -6.2467 -4.9123
H 2.0267 -3.9032 -4.2522
H 3.8984 -0.5021 -3.4191
H 4.8188 1.4643 -4.2139
H 5.1207 3.9045 -4.1923
H 3.8773 5.2740 -2.5265
H 2.3605 4.2047 -0.9151
N 0.0111 0.5105 -2.7088
C -0.4281 1.8927 -2.8089
C -0.2163 2.6350 -3.9496
C -0.7370 3.9206 -3.9927
C -1.4423 4.4346 -2.9166
C -1.5892 3.6945 -1.7495
C -1.0504 2.4167 -1.6813
P -0.9216 1.3186 -0.2324
C -2.5092 0.4850 -0.0781
C -2.6710 -0.8110 -0.5671
C -3.9038 -1.4376 -0.4667
C -4.9710 -0.7755 0.1225
C -4.8117 0.5153 0.6076
C -3.5844 1.1505 0.5091
C -0.6508 2.3486 1.1986
C 0.0915 3.5238 1.0665
C 0.4328 4.2583 2.1891
C 0.0627 3.8063 3.4478
C -0.6732 2.6367 3.5828
C -1.0353 1.9068 2.4640
H 0.5921 0.2477 -3.5042
H -0.7928 -0.1247 -2.7067
H 0.3195 2.2226 -4.7965
H -0.6009 4.5170 -4.8844
H -1.8675 5.4269 -2.9802
H -2.1002 4.1164 -0.8935
H -1.8357 -1.3476 -1.0028
H -4.0261 -2.4461 -0.8389
H -5.9308 -1.2676 0.2063
H -5.6445 1.0282 1.0698
H -3.4647 2.1562 0.8930
H 0.3949 3.8665 0.0884
H 0.9942 5.1769 2.0828
H 0.3594 4.3598 4.3289
H -0.9536 2.2799 4.5640
H -1.6004 0.9904 2.5724
C 1.1342 -2.8160 4.3934
C 0.2155 -1.6909 4.8163
C 0.5148 -1.0584 6.0258
C -0.2913 -0.0788 6.5693
Cl 0.1381 0.6511 8.0851
C -1.4532 0.3035 5.9228
C -1.7582 -0.2902 4.7155
C -0.9343 -1.2562 4.1446
O -1.4375 -1.7034 2.9366
C -0.6905 -2.4571 2.0172
C 0.4002 -1.7204 1.2575
O 1.4123 -2.2961 0.9086
O 0.1738 -0.4526 0.9399
H 1.8908 -2.9628 5.1614
H 1.6563 -2.6199 3.4578
H 0.5947 -3.7579 4.2954
H 1.4019 -1.3631 6.5654
H -2.1019 1.0528 6.3556
H -2.6643 -0.0238 4.1852
H -1.4201 -2.7530 1.2570
H -0.2550 -3.3567 2.4362
*
```

Computed properties:
ΔE to the lowest compared entry with this formula, charge and spin = 2.040 eV
gap between HOMO and LUMO (alpha / beta) = 6.1 / 6.1 eV
E = -3090.528237 Eh

---

[3]
Formula: C41H34N2O4P2S2Zr
Source: the OMol25 dataset
Level of theory: wB97M-V/def2-TZVPD

```
! RIJCOSX wB97M-V def2-TZVPD def2/J DEFGRID3
* xyz 2 1
Zr 1.0233 0.9477 -1.1938
O 3.8960 3.4772 1.0087
C 2.9965 3.0123 0.1952
O 2.4524 1.9156 0.3467
C 2.6180 3.8349 -0.9717
C 3.0623 5.0964 -1.3071
C 2.5473 5.6647 -2.4753
C 1.6481 4.9557 -3.2563
C 1.2897 3.6759 -2.8481
N 1.7528 3.1546 -1.7267
C 0.4133 2.7041 -3.6098
O -0.2817 2.9951 -4.5310
O 0.5554 1.4859 -3.0811
H 4.0717 2.8254 1.7173
H 3.7805 5.6190 -0.6915
H 2.8630 6.6549 -2.7744
H 1.2350 5.3548 -4.1727
C -1.2571 1.7582 1.6424
C 0.0427 1.4442 2.3876
P 0.8452 -0.0125 1.6303
C -0.0151 -1.4631 2.2955
C -1.1963 -1.3950 3.0338
C -1.7828 -2.5556 3.5175
C -1.1875 -3.7875 3.2871
C -0.0054 -3.8620 2.5639
C 0.5715 -2.7081 2.0603
C 2.5262 -0.1033 2.2994
C 3.5123 -0.7935 1.6011
C 4.8225 -0.7968 2.0559
C 5.1602 -0.0965 3.2053
C 4.1812 0.5923 3.9124
C 2.8666 0.5836 3.4651
C -1.0703 2.3662 0.2368
P -2.0355 1.7204 -1.2327
C -1.4366 -0.0002 -1.5895
C -1.6071 -0.2095 -2.9369
C -1.8248 -1.5164 -3.5069
C -1.5284 -2.6125 -2.7960
C -1.1180 -3.6934 -0.5609
C -1.5159 -1.2563 -0.7434
C -3.6599 1.4294 -0.4640
C -4.1706 2.3061 0.4921
C -5.4723 2.1681 0.9482
C -6.2822 1.1594 0.4464
C -5.7903 0.2973 -0.5217
C -4.4882 0.4332 -0.9788
H -1.8467 2.4467 2.2472
H -1.8702 0.8599 1.5471
H -0.1586 1.2809 3.4480
H 0.7396 2.2825 2.3193
H -1.6649 -0.4455 3.2560
H -2.6976 -2.4950 4.0915
H -1.6388 -4.6886 3.6804
H 0.4699 -4.8182 2.3911
H 1.4938 -2.7830 1.4953
H 3.2724 -1.3169 0.6822
H 5.5819 -1.3385 1.5081
H 6.1824 -0.0955 3.5593
H 4.4374 1.1193 4.8221
H 2.1145 1.1091 4.0404
H 0.0111 2.5261 -0.0056
H -1.3467 3.4272 0.2194
H -1.6504 0.6437 -3.6038
H -2.2017 -1.5879 -4.5182
H -1.6680 -3.6025 -3.2113
H -1.6797 -3.5150 0.3505
H -1.0993 -1.1450 0.2542
H -3.5713 3.1207 0.8810
H -5.8569 2.8566 1.6882
H -7.2989 1.0541 0.7996
H -6.4234 -0.4792 -0.9293
H -4.1323 -0.2375 -1.7525
S 3.4062 0.2939 -2.1029
C 2.5303 -1.1967 -2.1254
N 1.3113 -1.1696 -1.5937
C 0.6118 -2.3566 -1.7129
C -0.8771 -2.4784 -1.4324
C -0.7479 -4.9484 -0.8286
C 0.0680 -5.4154 -1.9341
C 1.0131 -4.7139 -2.5804
C 1.3608 -3.3393 -2.2951
S 2.9252 -2.7239 -2.7544
H -2.5740 -1.5043 -0.5902
H -1.0850 -5.7173 -0.1423
H -0.0457 -6.4572 -2.2082
H 1.5976 -5.2215 -3.3382
*
```

Computed properties:
ΔE to the lowest compared entry with this formula, charge and spin = 3.766 eV
gap between HOMO and LUMO = 6.3 eV
E = -3519.027006 Eh

---

[4]
Formula: C41H34N9O2STi
Source: the OMol25 dataset
Level of theory: wB97M-V/def2-TZVPD

```
! RIJCOSX wB97M-V def2-TZVPD def2/J DEFGRID3
* xyz -1 3
Ti 0.8789 -0.3934 0.2586
O -0.8815 -0.9039 0.6612
C -1.6358 -0.8462 1.7159
C -3.0195 -1.0877 1.6066
C -3.8330 -1.0250 2.7150
C -3.3108 -0.7375 3.9821
C -1.9544 -0.5255 4.1058
C -1.0995 -0.5840 3.0023
C 0.3430 -0.4398 3.2383
N 1.2422 -0.5360 2.3452
C 2.6560 -0.4398 2.7659
C 3.5675 -1.0212 1.6718
N 3.1155 -0.4114 0.4329
C 3.8970 0.2833 -0.2954
C 3.4009 1.3892 -1.1135
C 4.1733 1.9843 -2.1081
C 3.7981 3.1845 -2.6784
C 2.6487 3.8275 -2.2021
C 1.8788 3.2730 -1.2002
C 2.2060 2.0136 -0.6669
O 1.4902 1.4855 0.2925
H -3.4106 -1.3135 0.6232
H -4.8958 -1.2064 2.6037
H -3.9566 -0.6911 4.8484
H -1.5255 -0.3180 5.0819
H 0.6383 -0.2869 4.2821
H 2.9053 0.6134 2.9065
H 2.8078 -0.9699 3.7086
H 4.6104 -0.7730 1.8909
H 3.4570 -2.1040 1.6361
H 4.9822 0.1886 -0.1758
H 5.0760 1.4815 -2.4418
H 4.3896 3.6288 -3.4680
H 2.3586 4.7825 -2.6269
H 0.9831 3.7605 -0.8359
S 0.7794 -0.3840 -2.1960
C 1.4150 -2.0184 -2.4097
N 1.5638 -2.4451 -3.6415
N 2.2203 -3.6823 -3.7824
C 3.4693 -4.0325 -3.3596
C 3.9143 -5.3504 -3.5650
C 5.2037 -5.7304 -3.2346
C 6.0999 -4.8204 -2.6842
C 5.6635 -3.5144 -2.4781
C 4.3780 -3.1144 -2.8009
N 1.7270 -2.8363 -1.3507
N 1.2996 -2.4402 -0.1529
C 1.5294 -3.4682 0.7934
C 0.6590 -3.6135 1.8741
C 0.8663 -4.6039 2.8265
C 1.9505 -5.4660 2.7268
C 2.8121 -5.3360 1.6404
C 2.5994 -4.3648 0.6750
H 1.7420 -4.3174 -4.3919
H 3.2242 -6.0772 -3.9812
H 5.5126 -6.7552 -3.4094
H 7.1072 -5.1191 -2.4241
H 6.3453 -2.7825 -2.0572
H 4.0656 -2.0937 -2.6367
H -0.2078 -2.9701 1.9419
H 0.1578 -4.7115 3.6408
H 2.1142 -6.2349 3.4721
H 3.6624 -6.0013 1.5411
H 3.2537 -4.2785 -0.1832
N -5.5515 4.3492 -1.2738
C -6.5819 5.1760 -0.8729
C -7.6279 5.7850 -1.5627
C -8.4974 6.5548 -0.8164
C -8.3293 6.7140 0.5712
C -7.2859 6.1075 1.2418
C -6.3981 5.3262 0.5033
N -5.2784 4.6126 0.9206
C -4.8133 4.0551 -0.1586
C -3.5995 3.2042 -0.2252
C -3.2268 2.5473 -1.3861
C -2.0555 1.7973 -1.3898
N -1.2629 1.6956 -0.3318
C -1.6294 2.3225 0.7813
C -2.7889 3.0777 0.8917
H -5.3497 4.0491 -2.2093
H -7.7583 5.6617 -2.6301
H -9.3268 7.0456 -1.3094
H -9.0365 7.3222 1.1204
H -7.1503 6.2256 2.3091
H -3.8214 2.5924 -2.2905
H -1.7338 1.2545 -2.2732
H -0.9472 2.2325 1.6205
H -3.0585 3.5722 1.8148
*
```

Computed properties:
ΔE to the lowest compared entry with this formula, charge and spin = 0.952 eV
gap between HOMO and LUMO (alpha / beta) = 5.3 / 5.8 eV
E = -3473.900622 Eh

---

[5]
Formula: C41H34N9O2STi
Source: the OMol25 dataset
Level of theory: wB97M-V/def2-TZVPD

```
! RIJCOSX wB97M-V def2-TZVPD def2/J DEFGRID3
* xyz -1 3
Ti 0.2754 0.1612 -0.4490
O 1.5306 1.1963 -1.4969
C 2.0424 2.3794 -1.6342
C 3.1608 2.5753 -2.4712
C 3.7214 3.8228 -2.6142
C 3.2008 4.9357 -1.9437
C 2.1026 4.7635 -1.1335
C 1.5109 3.5047 -0.9651
C 0.3258 3.3942 -0.1530
N -0.3205 2.3213 0.0889
C -1.5429 2.4260 0.8868
C -1.8155 1.0547 1.4906
N -1.5955 0.0983 0.4299
C -2.6930 -0.5286 -0.0378
C -2.7685 -1.2757 -1.2284
C -3.9130 -2.0454 -1.5533
C -3.9834 -2.7701 -2.7215
C -2.9182 -2.7577 -3.6295
C -1.7857 -2.0032 -3.3473
C -1.7022 -1.2750 -2.1684
O -0.6235 -0.5275 -1.9090
H 3.5665 1.7094 -2.9779
H 4.5858 3.9422 -3.2569
H 3.6539 5.9105 -2.0631
H 1.6750 5.6108 -0.6074
H -0.0448 4.3394 0.2597
H -2.3680 2.6781 0.2129
H -1.4484 3.2116 1.6431
H -2.8425 1.0069 1.8679
H -1.1293 0.8695 2.3200
H -3.5909 -0.4826 0.5787
H -4.7420 -2.0602 -0.8529
H -4.8722 -3.3517 -2.9373
H -2.9743 -3.3296 -4.5468
H -0.9415 -1.9735 -4.0239
S 1.3554 0.3979 1.7368
C 2.2604 -1.1111 1.7630
N 2.9378 -1.3779 2.8503
N 3.7290 -2.5244 2.8209
C 3.2601 -3.8183 2.7571
C 1.9046 -4.1279 2.6020
C 1.4888 -5.4477 2.5671
C 2.3937 -6.4955 2.6879
C 3.7401 -6.1901 2.8494
C 4.1721 -4.8764 2.8829
N 2.2899 -1.9039 0.6733
N 1.5788 -1.4869 -0.3577
C 1.6998 -2.3824 -1.4515
C 1.7652 -3.7601 -1.2307
C 1.8755 -4.6342 -2.3004
C 1.9342 -4.1546 -3.6020
C 1.8872 -2.7842 -3.8204
C 1.7713 -1.9008 -2.7584
H 4.5250 -2.3968 3.4203
H 1.1937 -3.3264 2.4871
H 0.4316 -5.6556 2.4385
H 2.0599 -7.5244 2.6523
H 4.4704 -6.9860 2.9408
H 5.2289 -4.6544 2.9855
H 1.7358 -4.1274 -0.2135
H 1.9181 -5.7002 -2.1102
H 2.0236 -4.8396 -4.4362
H 1.9459 -2.3932 -4.8297
H 1.7424 -0.8345 -2.9323
N -4.7589 -5.5544 2.2584
C -5.8763 -5.9495 2.9573
C -6.7844 -6.9865 2.7801
C -7.8122 -7.0778 3.7005
C -7.9297 -6.1656 4.7593
C -7.0223 -5.1374 4.9285
C -5.9773 -5.0297 4.0129
N -4.9440 -4.1137 3.9497
C -4.2434 -4.4564 2.9029
C -3.0329 -3.7782 2.4287
C -2.3393 -2.9209 3.2783
C -1.1996 -2.2969 2.7994
N -0.7315 -2.4798 1.5668
C -1.3958 -3.2963 0.7601
C -2.5509 -3.9649 1.1405
H -4.3440 -6.0152 1.4688
H -6.6952 -7.6896 1.9619
H -8.5438 -7.8694 3.6013
H -8.7507 -6.2747 5.4562
H -7.1064 -4.4312 5.7438
H -2.6922 -2.7570 4.2868
H -0.6305 -1.6084 3.4173
H -1.0007 -3.4109 -0.2448
H -3.0689 -4.5742 0.4102
*
```

Computed properties:
ΔE to the lowest compared entry with this formula, charge and spin = 0.787 eV
gap between HOMO and LUMO (alpha / beta) = 4.8 / 6.4 eV
E = -3473.906680 Eh

---

E of number 3 (C41H34N2O4P2S2Zr)? -3519.027006 Eh